Record 1
ORCA calculation (ωB97M-V/def2-TZVPD) on 8 unconnected molecules or ions with the total composition C24H48O8 at a distorted geometry.

As for the spin multiplicity: 2. The HOMO-LUMO gap (spin up / spin down) is 6.50 / 2.70 eV. For the LUMO energy (spin up / spin down), the calculation gives -4.84 / -8.62 eV. As for the calculated total energy: -42035.8687 eV. The total charge is +1.

Atoms and positions in Å:
1 C -0.45 1.50 -5.58
2 C -0.47 0.04 -5.19
3 O 0.14 -0.46 -4.26
4 C -1.40 -0.87 -6.02
5 H -0.10 1.68 -6.60
6 H 0.27 2.03 -4.96
7 H -1.35 2.10 -5.42
8 H -2.26 -0.26 -6.28
9 H -1.64 -1.78 -5.46
10 H -0.88 -1.17 -6.93
11 C -1.09 0.62 3.57
12 C 0.17 0.42 4.37
13 O 1.02 -0.40 3.94
14 C 0.37 1.12 5.67
15 H -1.96 0.83 4.20
16 H -1.25 -0.28 2.99
17 H -0.93 1.45 2.88
18 H 0.76 0.49 6.46
19 H -0.62 1.49 5.93
20 H 0.96 2.03 5.52
21 C 2.24 -2.98 1.09
22 C 1.88 -3.58 2.37
23 O 2.65 -4.14 3.11
24 C 0.38 -3.55 2.64
25 H 3.07 -3.54 0.66
26 H 2.68 -2.00 1.29
27 H 1.47 -2.97 0.33
28 H 0.02 -2.52 2.64
29 H 0.16 -3.95 3.64
30 H -0.11 -4.19 1.90
31 C 3.58 -1.24 -2.22
32 C 3.23 -2.47 -3.09
33 O 3.95 -2.83 -4.02
34 C 1.91 -3.12 -2.84
35 H 3.47 -0.35 -2.85
36 H 4.66 -1.20 -2.03
37 H 3.09 -1.10 -1.26
38 H 1.98 -3.86 -2.04
39 H 1.54 -3.59 -3.75
40 H 1.12 -2.47 -2.45
41 C 0.00 -0.46 -0.42
42 C -0.19 1.09 -0.56
43 O -0.98 1.71 0.17
44 C 0.76 1.85 -1.42
45 H -0.70 -0.76 0.36
46 H 0.99 -0.61 0.00
47 H -0.18 -0.95 -1.38
48 H 1.17 2.60 -0.74
49 H 0.25 2.43 -2.19
50 H 1.49 1.14 -1.80
51 C -1.35 -5.96 -2.37
52 C -1.14 -4.50 -1.95
53 O -0.49 -4.23 -0.95
54 C -1.82 -3.43 -2.82
55 H -0.81 -6.63 -1.70
56 H -0.92 -6.03 -3.37
57 H -2.37 -6.33 -2.43
58 H -1.20 -3.27 -3.70
59 H -1.86 -2.45 -2.35
60 H -2.84 -3.78 -3.00
61 C 0.55 4.43 2.98
62 C 1.92 3.86 2.56
63 O 1.99 3.28 1.48
64 C 3.08 4.17 3.48
65 H 0.32 4.41 4.04
66 H -0.26 3.95 2.43
67 H 0.46 5.48 2.68
68 H 3.82 4.86 3.07
69 H 3.65 3.26 3.70
70 H 2.67 4.54 4.42
71 C -3.27 3.02 1.73
72 C -4.36 4.05 1.60
73 O -5.42 3.89 0.95
74 C -4.11 5.31 2.41
75 H -2.29 3.47 1.59
76 H -3.35 2.18 1.04
77 H -3.23 2.64 2.75
78 H -3.33 5.11 3.15
79 H -5.04 5.63 2.89
80 H -3.84 6.12 1.74

***

Record 2
ORCA calculation (ωB97M-V/def2-TZVPD) on a molecular structure, C10H21I2N3O3PS at a distorted geometry.

The HOMO-LUMO gap is 6.23 eV. For the LUMO energy, the calculation gives -6.20 eV. As for the calculated total energy: -57639.4976 eV. The total charge is +1.

Atoms and positions in Å:
1 C 2.03 0.83 -2.33
2 C 1.88 1.52 -0.99
3 I 1.02 0.19 0.44
4 C 1.20 2.87 -1.12
5 I 0.91 3.87 0.75
6 N -0.09 2.87 -1.86
7 P -0.13 3.69 -3.39
8 O -0.42 5.11 -3.35
9 C -1.24 2.34 -1.43
10 N -2.30 3.15 -1.09
11 C -3.34 2.54 -1.95
12 C -2.94 1.03 -2.07
13 N -1.54 0.96 -1.48
14 H 2.39 1.53 -3.09
15 H 1.11 0.33 -2.63
16 H 2.79 0.06 -2.24
17 H 2.88 1.73 -0.60
18 H 1.86 3.50 -1.70
19 H 1.14 3.37 -3.86
20 H -1.09 2.93 -4.07
21 H -2.55 3.07 -0.11
22 H -4.34 2.75 -1.58
23 H -3.29 2.95 -2.95
24 H -2.84 0.75 -3.11
25 H -3.61 0.34 -1.59
26 H -1.72 0.75 -0.49
27 C 1.40 -4.65 2.57
28 C 2.10 -3.62 3.47
29 C 1.18 -2.40 3.57
30 S -0.50 -3.01 3.32
31 O -0.99 -2.44 2.09
32 O -1.25 -2.89 4.54
33 C -0.05 -4.72 3.03
34 H 1.89 -5.62 2.61
35 H 1.44 -4.31 1.53
36 H 2.25 -4.05 4.47
37 H 3.08 -3.34 3.09
38 H 1.23 -1.90 4.53
39 H 1.33 -1.69 2.76
40 H -0.73 -5.15 2.30
41 H -0.14 -5.24 3.98

***

What did the first record say?
ORCA calculation (ωB97M-V/def2-TZVPD) on 8 unconnected molecules or ions with the total composition C24H48O8 at a distorted geometry.

As for the spin multiplicity: 2. The HOMO-LUMO gap (spin up / spin down) is 6.50 / 2.70 eV. For the LUMO energy (spin up / spin down), the calculation gives -4.84 / -8.62 eV. As for the calculated total energy: -42035.8687 eV. The total charge is +1.

Atoms and positions in Å:
1 C -0.45 1.50 -5.58
2 C -0.47 0.04 -5.19
3 O 0.14 -0.46 -4.26
4 C -1.40 -0.87 -6.02
5 H -0.10 1.68 -6.60
6 H 0.27 2.03 -4.96
7 H -1.35 2.10 -5.42
8 H -2.26 -0.26 -6.28
9 H -1.64 -1.78 -5.46
10 H -0.88 -1.17 -6.93
11 C -1.09 0.62 3.57
12 C 0.17 0.42 4.37
13 O 1.02 -0.40 3.94
14 C 0.37 1.12 5.67
15 H -1.96 0.83 4.20
16 H -1.25 -0.28 2.99
17 H -0.93 1.45 2.88
18 H 0.76 0.49 6.46
19 H -0.62 1.49 5.93
20 H 0.96 2.03 5.52
21 C 2.24 -2.98 1.09
22 C 1.88 -3.58 2.37
23 O 2.65 -4.14 3.11
24 C 0.38 -3.55 2.64
25 H 3.07 -3.54 0.66
26 H 2.68 -2.00 1.29
27 H 1.47 -2.97 0.33
28 H 0.02 -2.52 2.64
29 H 0.16 -3.95 3.64
30 H -0.11 -4.19 1.90
31 C 3.58 -1.24 -2.22
32 C 3.23 -2.47 -3.09
33 O 3.95 -2.83 -4.02
34 C 1.91 -3.12 -2.84
35 H 3.47 -0.35 -2.85
36 H 4.66 -1.20 -2.03
37 H 3.09 -1.10 -1.26
38 H 1.98 -3.86 -2.04
39 H 1.54 -3.59 -3.75
40 H 1.12 -2.47 -2.45
41 C 0.00 -0.46 -0.42
42 C -0.19 1.09 -0.56
43 O -0.98 1.71 0.17
44 C 0.76 1.85 -1.42
45 H -0.70 -0.76 0.36
46 H 0.99 -0.61 0.00
47 H -0.18 -0.95 -1.38
48 H 1.17 2.60 -0.74
49 H 0.25 2.43 -2.19
50 H 1.49 1.14 -1.80
51 C -1.35 -5.96 -2.37
52 C -1.14 -4.50 -1.95
53 O -0.49 -4.23 -0.95
54 C -1.82 -3.43 -2.82
55 H -0.81 -6.63 -1.70
56 H -0.92 -6.03 -3.37
57 H -2.37 -6.33 -2.43
58 H -1.20 -3.27 -3.70
59 H -1.86 -2.45 -2.35
60 H -2.84 -3.78 -3.00
61 C 0.55 4.43 2.98
62 C 1.92 3.86 2.56
63 O 1.99 3.28 1.48
64 C 3.08 4.17 3.48
65 H 0.32 4.41 4.04
66 H -0.26 3.95 2.43
67 H 0.46 5.48 2.68
68 H 3.82 4.86 3.07
69 H 3.65 3.26 3.70
70 H 2.67 4.54 4.42
71 C -3.27 3.02 1.73
72 C -4.36 4.05 1.60
73 O -5.42 3.89 0.95
74 C -4.11 5.31 2.41
75 H -2.29 3.47 1.59
76 H -3.35 2.18 1.04
77 H -3.23 2.64 2.75
78 H -3.33 5.11 3.15
79 H -5.04 5.63 2.89
80 H -3.84 6.12 1.74

***

- What is the formula in the first record?
  C24H48O8

***

- The highest calculated total energy belongs to which entry?
  C24H48O8